(1)
# C4H26BO21

A 14-piece molecular cluster, C4H26BO21 overall at a distorted geometry (ωB97M-V/def2-TZVPD, OMol25).

net charge = -1
energy above the lowest of the compared OMol25 structures with the same formula, charge and spin = 292.7 kJ/mol
energy = -1773.19280 Eh
gap between HOMO and LUMO = 9.7509 eV

CARTESIAN COORDINATES (ANGSTROEM)
1 O -16.3353 12.5839 -2.8690
2 C -16.4174 11.3586 -2.5799
3 O -17.4932 10.7536 -2.2232
4 B -17.1051 9.3252 -2.0556
5 O -15.6453 9.3610 -2.1850
6 C -15.2893 10.5184 -2.3730
7 O -14.0842 10.8894 -2.4978
8 O -17.7616 8.3428 -2.9146
9 C -18.4465 7.6099 -2.1275
10 O -19.4712 7.1224 -2.3736
11 C -18.1885 7.9031 -0.7804
12 O -17.4669 8.8859 -0.6979
13 O -18.4359 7.2271 0.2002
14 O -13.7014 10.5789 0.3803
15 H -13.5201 10.7576 -0.5225
16 H -14.5456 11.0749 0.5044
17 O -17.7782 8.8182 2.5155
18 H -17.1568 8.3489 1.9812
19 H -18.5474 8.3601 2.3088
20 O -12.7653 8.2679 -3.1715
21 H -13.2495 7.9879 -2.3468
22 H -13.4541 8.4212 -3.8115
23 O -19.2296 4.5052 -0.9433
24 H -19.7977 3.8401 -1.4098
25 H -19.6349 5.3782 -1.1631
26 O -18.3751 5.4100 2.1610
27 H -18.3615 5.8892 1.3267
28 H -18.1860 4.5196 1.9809
29 O -19.5926 5.2285 -4.5340
30 H -18.9543 5.6785 -5.0627
31 H -20.0153 5.9344 -4.0689
32 O -16.9005 6.5504 -5.0021
33 H -16.2753 7.1921 -5.4729
34 H -17.1598 6.9510 -4.1745
35 O -14.0500 7.6390 -0.5544
36 H -14.3930 8.4980 -0.4768
37 H -13.0821 7.7079 -0.4506
38 O -16.2176 11.4104 1.0931
39 H -17.0826 11.1669 0.8284
40 H -16.1828 11.1265 1.9920
41 O -12.3471 11.1095 -4.5915
42 H -12.3617 11.1057 -5.5303
43 H -13.2439 11.0404 -4.2698
44 O -11.3296 10.1370 -1.4496
45 H -11.9017 9.7285 -2.0911
46 H -10.9239 9.4354 -0.8895
47 O -15.4099 12.5988 -5.4135
48 H -15.9893 12.8078 -4.6807
49 H -14.6696 13.1445 -5.3132
50 O -13.9744 14.4426 -2.7536
51 H -14.8168 14.1256 -3.0649
52 H -14.1278 14.3482 -1.8210

---

(2)
# C6H14AgN5O11

C6H14AgN5O11 as an isolated structure at a distorted geometry (ωB97M-V/def2-TZVPD, OMol25).

net charge = -3
2S+1 = 2
energy = -1484.89159 Eh
gap between HOMO and LUMO (alpha / beta) = 1.9197 / 6.5705 eV

CARTESIAN COORDINATES (ANGSTROEM)
1 Ag -4.8373 4.5512 15.6074
2 N -5.7885 1.5648 14.2915
3 O -6.2782 2.5008 14.8406
4 O -4.7370 1.6302 13.6040
5 O -6.3728 0.5393 14.4266
6 N -4.0369 7.5492 15.9477
7 O -3.8381 8.1694 14.9252
8 O -5.0560 6.8978 15.8822
9 O -3.3464 7.5326 16.9100
10 N -2.1240 4.4428 14.8813
11 O -2.3724 3.8338 15.9220
12 O -2.8094 4.2514 13.8602
13 O -1.4824 5.4778 14.9460
14 C -6.5758 5.5589 12.7204
15 C -5.3336 5.5011 11.8562
16 O -4.8396 4.3559 11.6615
17 N -4.8299 6.7135 11.5041
18 C -3.6567 6.9347 10.6594
19 H -6.5402 4.8172 13.5184
20 H -7.5028 5.4099 12.1668
21 H -6.6478 6.5094 13.2491
22 H -5.3134 7.5814 11.6861
23 H -3.7548 7.9232 10.2108
24 H -3.5701 6.1613 9.8962
25 H -2.6997 6.7604 11.1514
26 C -4.7302 1.9358 18.3385
27 C -5.8792 2.9791 18.1810
28 O -5.6748 4.1386 17.7278
29 N -7.1307 2.6842 18.6644
30 C -7.3952 1.9461 19.8132
31 H -4.0707 2.1644 19.1758
32 H -4.1687 1.8491 17.4083
33 H -5.1576 0.9758 18.6281
34 H -7.8309 3.3371 18.3426
35 H -8.0083 2.5867 20.4471
36 H -6.5090 1.8007 20.4309
37 H -7.9754 1.0811 19.4918

---

(3)
# C33H20N11O2OsS

C33H20N11O2OsS as an isolated structure (ωB97M-V/def2-TZVPD, OMol25).

net charge = +1
2S+1 = 5
energy = -2511.04214 Eh
gap between HOMO and LUMO (alpha / beta) = 5.1826 / 4.9242 eV

CARTESIAN COORDINATES (ANGSTROEM)
1 Os -0.1633 0.0377 0.1288
2 C -2.5120 5.9679 1.7630
3 C -1.2580 6.4104 1.3417
4 C -0.3069 5.5213 0.8518
5 C -0.6566 4.1883 0.8013
6 C 0.0678 3.0144 0.3036
7 N 1.2526 3.0513 -0.2870
8 C 1.9394 1.9875 -0.6800
9 C 3.1601 2.0356 -1.4871
10 C 3.8007 3.0887 -2.1053
11 C 4.9194 2.7878 -2.8740
12 C 5.3786 1.4763 -2.9936
13 C 4.7307 0.4236 -2.3539
14 C 3.6084 0.7270 -1.6175
15 C 2.6459 -0.1248 -0.9094
16 N 2.7430 -1.4428 -0.7812
17 C 1.7832 -2.2094 -0.3001
18 N 0.4961 -1.8458 0.0033
19 C -0.2184 -2.9517 0.4076
20 N -1.4828 -2.9956 0.7813
21 C -2.2512 -1.9312 0.9810
22 N -1.8575 -0.6180 0.9922
23 C -2.9394 0.1839 1.2445
24 N -2.9550 1.5100 1.3322
25 C -1.9307 2.2919 1.0391
26 N -0.7325 1.9154 0.4829
27 C -1.9004 3.7448 1.2379
28 C -2.8514 4.6195 1.7202
29 C -4.1174 -0.6722 1.4145
30 C -5.4466 -0.3664 1.6254
31 C -6.3456 -1.4292 1.6563
32 C -5.9125 -2.7465 1.4992
33 C -4.5678 -3.0444 1.3039
34 C -3.6880 -1.9844 1.2529
35 C 0.6698 -4.1147 0.3519
36 C 0.4551 -5.4434 0.6609
37 C 1.5387 -6.3079 0.5409
38 C 2.7932 -5.8430 0.1415
39 C 2.9978 -4.5022 -0.1705
40 C 1.9135 -3.6545 -0.0684
41 N 1.6731 0.6754 -0.3798
42 H -3.2337 6.6892 2.1276
43 H -1.0243 7.4660 1.3935
44 H 0.6708 5.8561 0.5234
45 H 3.4356 4.1058 -2.0006
46 H 5.4405 3.5825 -3.3938
47 H 6.2520 1.2762 -3.6004
48 H 5.0904 -0.5951 -2.4382
49 H -3.8226 4.2663 2.0446
50 H -5.7723 0.6622 1.7509
51 H -7.4016 -1.2314 1.7973
52 H -6.6401 -3.5478 1.5121
53 H -4.2202 -4.0654 1.1937
54 H -0.5207 -5.7916 0.9910
55 H 1.4115 -7.3598 0.7693
56 H 3.6230 -6.5396 0.0840
57 H 3.9737 -4.1284 -0.4604
58 O -0.4682 1.1065 -2.1852
59 N -1.4933 0.5037 -2.5302
60 O -1.8741 -0.3350 -1.6902
61 N 3.1825 -2.7818 -3.5201
62 C 2.1459 -2.2338 -4.1982
63 N 2.0605 -2.5864 -5.4954
64 S 1.0323 -1.1818 -3.4936
65 H 3.8518 -3.3892 -3.9583
66 H 3.2889 -2.5416 -2.5579
67 H 2.6944 -3.2315 -5.9328
68 H 1.3001 -2.2120 -6.0278

---

(4)
# C18H20AsBCrN6O2S4

C18H20AsBCrN6O2S4 as an isolated structure at a distorted geometry (ωB97M-V/def2-TZVPD, OMol25).

net charge = -1
energy above the lowest of the compared OMol25 structures with the same formula, charge and spin = 278.4 kJ/mol
2S+1 = 2
energy = -6074.84802 Eh
gap between HOMO and LUMO (alpha / beta) = 4.9517 / 5.8842 eV

CARTESIAN COORDINATES (ANGSTROEM)
1 Cr 0.3051 -1.6088 0.4681
2 O -0.1490 4.8300 3.0345
3 C 0.5132 3.7453 3.6676
4 C 0.3276 2.4873 2.8767
5 C 0.1785 1.2571 3.5110
6 C 0.1750 0.1165 2.7462
7 N 0.2861 0.1271 1.4107
8 C 0.4352 1.3153 0.7841
9 C 0.4499 2.5061 1.5019
10 C 0.8027 1.2309 -0.6390
11 C 0.6553 2.3999 -1.4906
12 C 0.8154 2.4228 -2.8461
13 C 0.7524 3.8027 -3.4850
14 O -0.2763 4.6400 -2.9645
15 C 1.0585 1.3585 -3.7612
16 C 1.0366 -0.0114 -3.6067
17 N 0.6368 -0.7948 -2.6064
18 H 0.3289 5.6386 3.2297
19 H 0.1347 3.6082 4.6866
20 H 1.5941 3.9211 3.7224
21 H 0.0973 1.1868 4.5877
22 H 0.0772 -0.8626 3.2034
23 H 0.6068 3.4422 0.9898
24 H 0.3397 3.3277 -1.0267
25 H 0.6415 3.7009 -4.5694
26 H 1.6857 4.3348 -3.2936
27 H -1.1037 4.1535 -3.0201
28 H 1.3756 1.6795 -4.7482
29 H 1.4241 -0.5937 -4.4390
30 S 3.5043 1.8209 1.3070
31 As 2.8578 0.6897 -0.3489
32 S 2.5863 -1.4208 0.2373
33 S -0.1635 -0.2221 -1.3452
34 S 4.1396 0.9228 -1.9793
35 B -2.2228 -4.1702 0.0665
36 N -2.5377 -2.6619 0.2481
37 C -3.7771 -2.1916 0.0991
38 C -3.8240 -0.8913 0.5762
39 C -2.5265 -0.6325 0.9871
40 N -1.7505 -1.7107 0.7872
41 N -0.7015 -4.4689 0.0211
42 C -0.2514 -5.7229 -0.0592
43 C 1.1318 -5.7035 -0.0782
44 C 1.4559 -4.3575 0.0078
45 N 0.3399 -3.6123 0.0630
46 H -2.7266 -4.5277 -0.9684
47 H -2.6834 -4.7610 1.0190
48 H -4.5493 -2.8135 -0.3212
49 H -4.6654 -0.2217 0.6026
50 H -2.1318 0.2792 1.4000
51 H -0.9411 -6.5490 -0.1090
52 H 1.8053 -6.5396 -0.1424
53 H 2.4266 -3.8955 0.0059

---

(5)
# C3H4OY

C3H4OY as an isolated structure at a distorted geometry (ωB97M-V/def2-TZVPD, OMol25).

net charge = +3
energy = -228.74701 Eh
gap between HOMO and LUMO (alpha / beta) = 5.3551 / 5.3387 eV

CARTESIAN COORDINATES (ANGSTROEM)
1 C 0.9494 -2.3296 0.2712
2 C 0.8413 -1.8096 1.6357
3 C 0.6509 -0.6921 0.7576
4 O -0.2171 0.1141 0.4299
5 Y -0.5557 1.8684 -0.9850
6 H 0.1837 -3.0175 -0.0935
7 H 1.8801 -2.2868 -0.2998
8 H 0.0428 -2.1416 2.3024
9 H 1.3616 -0.6290 2.0852